Molecular formula: C3H3ClOS
Method: DFT, wB97M-V/def2-TZVPD

Computed properties:
ΔE to the lowest compared entry with this formula, charge and spin: 14.19 kcal/mol
2S+1: 1

Geometry as XYZ:
```
9
C3H3ClOS, DFT wB97M-V/def2-TZVPD
Cl -1.2243 1.4415 0.6052
S -1.7109 -0.9772 -1.4012
O 0.7638 -1.6645 -0.9612
C 1.2140 0.4972 0.7764
C 0.0374 0.2961 0.2948
C -0.0920 -0.8325 -0.7288
H 1.2486 1.3876 1.4534
H -2.2164 0.0992 -0.8874
H 1.9798 -0.2473 0.8489
```